Entry 1:
A structure of composition C45H67ClLaN3OP2S in a non-equilibrium geometry, computed with ωB97M-V/def2-TZVPD.

```
! wB97M-V def2-TZVPD RIJCOSX def2/J DEFGRID3
* xyz -2 1
La -1.283 0.033 -0.849
C -2.567 -3.135 3.027
C -3.613 -2.082 2.616
C -4.898 -2.127 3.473
P -2.689 -0.514 2.356
C -2.816 0.511 3.877
C -1.978 -0.115 5.079
C -4.239 0.950 4.282
C -3.798 0.493 1.279
C -5.034 -0.011 0.819
C -5.722 0.619 -0.192
C -5.195 1.763 -0.775
C -4.009 2.272 -0.378
C -3.235 1.664 0.689
N -1.963 2.008 1.020
C -1.718 3.344 1.091
C -2.717 4.339 1.227
C -2.425 5.686 1.281
C -1.136 6.160 1.115
C -0.120 5.188 0.980
C -0.349 3.838 1.096
P 1.030 2.658 1.025
C 2.337 3.403 -0.090
C 1.824 3.701 -1.524
C 3.482 2.374 -0.188
C 1.808 2.890 2.701
C 0.730 2.443 3.734
C 2.325 4.279 3.109
H -3.051 -4.099 3.057
H -1.714 -3.101 2.320
H -2.245 -2.966 4.068
H -3.901 -2.325 1.587
H -4.616 -2.014 4.547
H -5.622 -1.346 3.171
H -5.394 -3.091 3.301
H -2.242 1.397 3.565
H -2.334 -1.112 5.312
H -0.904 -0.228 4.818
H -2.099 0.519 5.962
H -4.787 0.158 4.811
H -4.274 1.817 4.973
H -4.831 1.229 3.397
H -5.445 -0.947 1.152
H -6.692 0.245 -0.525
H -5.712 2.300 -1.595
H -3.612 3.195 -0.875
H -3.740 4.070 1.387
H -3.326 6.308 1.487
H -0.911 7.186 1.028
H 0.894 5.558 0.824
H 2.805 4.317 0.284
H 1.301 2.894 -1.999
H 1.155 4.562 -1.528
H 2.645 3.954 -2.203
H 3.101 1.493 -0.724
H 4.302 2.775 -0.818
H 3.918 1.976 0.779
H 2.613 2.184 2.668
H -0.145 3.116 3.721
H 0.428 1.393 3.561
H 1.077 2.567 4.751
H 1.451 4.973 3.188
H 2.698 4.251 4.163
H 3.149 4.717 2.506
C -2.030 -3.949 -3.986
C -0.644 -3.444 -3.637
C 0.380 -4.599 -3.812
C -0.236 -2.257 -4.493
C -0.558 -2.205 -5.849
C -0.132 -1.184 -6.693
C 0.588 -0.139 -6.100
C 0.975 -0.130 -4.768
C 1.873 0.947 -4.272
C 3.323 0.538 -4.449
C 1.613 2.333 -4.917
C 0.583 -1.227 -3.958
N 1.048 -1.372 -2.591
C 2.208 -1.923 -2.542
C 3.015 -2.313 -1.428
C 4.219 -2.985 -1.601
C 4.549 -3.466 -0.333
C 3.551 -3.055 0.534
N 2.589 -2.357 -0.129
C 3.470 -3.240 2.058
C 3.599 -1.851 2.776
C 4.585 -4.145 2.504
C 2.091 -3.810 2.439
H -2.309 -4.715 -3.263
H -2.256 -4.352 -5.006
H -2.764 -3.136 -3.839
H -0.663 -3.166 -2.604
H 0.608 -4.747 -4.885
H -0.071 -5.520 -3.443
H 1.302 -4.428 -3.327
H -1.154 -2.994 -6.298
H -0.421 -1.162 -7.753
H 0.862 0.733 -6.691
H 1.674 1.140 -3.209
H 3.498 0.384 -5.500
H 3.604 -0.396 -3.924
H 4.047 1.238 -4.068
H 2.028 2.358 -5.934
H 2.157 3.133 -4.424
H 0.566 2.574 -4.919
H 2.644 -2.234 -3.510
H 4.765 -3.088 -2.578
H 5.412 -3.992 -0.021
H 4.493 -1.380 2.370
H 3.754 -2.035 3.846
H 2.690 -1.312 2.588
H 5.588 -3.647 2.391
H 4.663 -5.061 1.862
H 4.442 -4.477 3.493
H 1.298 -3.119 2.109
H 2.027 -3.936 3.526
H 1.909 -4.783 1.941
O 0.652 -0.752 0.575
H 1.035 -0.004 1.028
H 1.406 -1.407 0.339
S -1.151 1.748 -2.685
Cl -2.965 -2.187 -0.940
*
```

Values from the calculation:
HOMO	-1.5	eV
E	-3567.30463	hartree
energy relative to the best compared isomer or geometry (same formula, charge and spin)	0.000	eV
orbital gap	5.8	eV

Entry 2:
A cluster of 13 separate species, C45H70BrN15O4 in total in a non-equilibrium geometry, computed with ωB97M-V/def2-TZVPD.

```
! wB97M-V def2-TZVPD RIJCOSX def2/J DEFGRID3
* xyz 0 1
C 4.109 -4.944 0.585
C 5.412 -5.176 0.110
C 6.438 -4.065 -0.291
O 7.517 -4.003 0.291
O 6.217 -3.150 -1.310
C 5.274 -2.128 -0.869
C 5.931 -0.724 -0.585
C 5.684 0.372 -1.699
C 4.156 0.633 -2.065
C 3.434 1.744 -1.186
C 1.896 1.335 -0.935
C 1.631 0.944 0.559
Br 2.945 -0.458 1.188
N 1.717 1.962 1.606
C 1.585 1.248 2.890
O 2.213 1.404 3.955
C 0.461 0.179 2.531
C 0.218 0.255 0.938
C -1.096 1.118 0.736
C -2.013 0.486 -0.429
C -3.322 -0.215 0.115
C -3.601 -1.648 -0.548
N -2.373 -2.489 -0.692
C -2.035 -2.748 -2.089
C -3.000 -3.444 -3.132
O -0.919 -2.444 -2.486
H 3.169 -5.156 -0.004
H 3.950 -4.456 1.596
H 5.777 -6.245 0.045
H 4.424 -2.119 -1.600
H 4.835 -2.483 0.120
H 5.683 -0.334 0.449
H 7.055 -0.902 -0.558
H 6.086 1.351 -1.280
H 6.309 0.136 -2.599
H 3.501 -0.279 -2.061
H 4.146 1.018 -3.133
H 3.956 1.981 -0.219
H 3.376 2.686 -1.816
H 1.571 0.481 -1.605
H 1.240 2.210 -1.241
H 2.598 2.472 1.468
H -0.407 0.458 3.199
H 0.643 -0.896 2.852
H 0.304 -0.717 0.362
H -0.897 2.205 0.510
H -1.739 1.111 1.667
H -1.391 -0.181 -1.092
H -2.314 1.365 -1.079
H -4.210 0.424 -0.182
H -3.359 -0.272 1.249
H -4.154 -1.468 -1.517
H -4.316 -2.210 0.130
H -2.626 -3.416 -0.315
H -2.787 -3.031 -4.154
H -2.897 -4.564 -3.099
H -4.092 -3.220 -2.924
C 10.516 -4.068 0.097
C 11.780 -3.490 0.620
N 12.761 -3.040 1.027
H 10.624 -4.293 -0.964
H 10.279 -4.987 0.633
H 9.700 -3.360 0.228
C 5.740 -0.698 5.100
C 4.438 -0.160 4.623
N 3.423 0.271 4.251
H 5.587 -1.667 5.575
H 6.420 -0.818 4.256
H 6.184 -0.013 5.822
C 1.277 5.917 2.322
C 1.165 5.684 0.860
N 1.079 5.498 -0.274
H 0.818 5.089 2.864
H 2.326 5.990 2.606
H 0.770 6.844 2.589
C 3.198 -2.639 -4.818
C 4.387 -1.807 -4.505
N 5.310 -1.160 -4.261
H 2.688 -2.919 -3.896
H 2.509 -2.076 -5.449
H 3.506 -3.542 -5.344
C -6.957 -0.085 -3.341
C -5.701 0.504 -2.819
N -4.720 0.959 -2.413
H -6.846 -0.329 -4.396
H -7.193 -0.995 -2.787
H -7.776 0.626 -3.225
C -7.433 3.806 -0.768
C -8.428 2.872 -1.355
N -9.198 2.143 -1.811
H -6.437 3.366 -0.818
H -7.434 4.744 -1.319
H -7.681 4.006 0.272
C -4.200 -2.256 4.238
C -5.227 -1.721 3.309
N -6.044 -1.303 2.589
H -3.257 -1.729 4.092
H -4.528 -2.121 5.269
H -4.047 -3.319 4.049
C 15.250 -5.144 2.944
C 15.050 -6.402 3.707
N 14.895 -7.379 4.299
H 14.290 -4.657 2.771
H 15.895 -4.468 3.506
H 15.715 -5.362 1.983
C -7.976 -3.897 0.473
C -7.505 -3.419 -0.851
N -7.140 -3.044 -1.877
H -9.041 -4.122 0.427
H -7.433 -4.798 0.756
H -7.805 -3.126 1.225
C -4.712 5.059 2.559
C -5.766 5.580 1.653
N -6.583 5.985 0.947
H -3.777 5.591 2.385
H -5.013 5.199 3.596
H -4.557 3.996 2.373
C -5.909 7.701 6.088
C -4.993 6.607 5.682
N -4.281 5.755 5.367
H -6.756 7.291 6.638
H -5.380 8.410 6.725
H -6.278 8.222 5.204
C -5.727 6.688 -3.845
C -5.212 6.044 -2.611
N -4.812 5.544 -1.653
H -6.674 7.184 -3.636
H -5.010 7.425 -4.205
H -5.882 5.935 -4.618
C -6.745 -2.364 -7.081
C -7.580 -1.345 -6.398
N -8.228 -0.552 -5.867
H -6.134 -1.889 -7.848
H -6.093 -2.854 -6.357
H -7.384 -3.113 -7.548
*
```

Values from the calculation:
HOMO	-7.8	eV
E	-5452.50936	hartree
orbital gap	6.9	eV

Entry 3:
A structure of composition C45H70CeClN5O5S in a non-equilibrium geometry, computed with ωB97M-V/def2-TZVPD.

```
! wB97M-V def2-TZVPD RIJCOSX def2/J DEFGRID3
* xyz 1 2
Ce -0.422 -1.072 0.076
C 0.127 6.249 -2.039
C -0.690 5.469 -3.072
C 0.088 5.455 -4.399
C -2.033 6.189 -3.269
C -0.933 4.031 -2.635
C -0.415 3.502 -1.495
C -0.597 2.127 -1.188
N -0.016 1.474 -0.177
C 0.633 2.005 0.864
C 0.402 3.270 1.451
C 1.206 3.732 2.452
C 2.318 2.928 2.847
C 2.584 1.675 2.368
C 1.672 1.120 1.400
O 1.774 -0.051 0.918
C 3.756 0.847 2.892
C 4.626 1.654 3.857
C 3.203 -0.375 3.641
C 4.662 0.387 1.733
C 0.877 5.050 3.149
C 2.011 5.528 4.061
C 0.609 6.149 2.108
C -0.384 4.833 4.003
C -1.310 1.245 -2.111
O -1.372 0.003 -1.835
C -1.894 1.840 -3.289
C -1.700 3.178 -3.487
C -2.699 1.000 -4.284
C -3.318 1.867 -5.382
C -3.851 0.273 -3.566
C -1.767 -0.013 -4.974
H 0.263 7.275 -2.381
H 1.116 5.808 -1.900
H -0.384 6.282 -1.074
H 0.310 6.478 -4.708
H -0.484 4.980 -5.198
H 1.031 4.918 -4.285
H -1.857 7.222 -3.573
H -2.603 6.198 -2.337
H -2.642 5.716 -4.040
H 0.204 4.091 -0.834
H -0.469 3.829 1.134
H 2.984 3.334 3.592
H 4.073 1.953 4.750
H 5.034 2.548 3.378
H 5.464 1.035 4.178
H 2.608 -0.059 4.501
H 4.028 -0.995 3.999
H 2.573 -0.979 2.989
H 4.985 1.246 1.139
H 4.145 -0.317 1.088
H 5.552 -0.103 2.132
H 2.942 5.647 3.504
H 2.177 4.842 4.893
H 1.745 6.497 4.483
H 1.463 6.256 1.436
H 0.448 7.102 2.613
H -0.278 5.940 1.509
H -0.212 4.051 4.745
H -1.232 4.537 3.384
H -0.647 5.753 4.529
H -2.142 3.630 -4.364
H -3.977 2.631 -4.967
H -3.913 1.230 -6.038
H -2.554 2.352 -5.994
H -4.553 1.000 -3.153
H -3.484 -0.354 -2.756
H -4.390 -0.357 -4.276
H -0.952 0.502 -5.485
H -2.325 -0.592 -5.712
H -1.341 -0.700 -4.250
O 0.045 -2.382 -2.246
H 0.833 -1.898 -2.535
H -0.696 -1.886 -2.620
O 1.770 -0.329 -1.774
H 2.161 -0.244 -0.885
H 1.663 0.570 -2.105
O -2.434 0.564 1.130
H -2.181 0.207 2.004
H -3.057 1.282 1.270
Cl -0.858 -1.373 2.625
N 1.186 -2.855 0.382
S 1.274 -3.999 1.483
C 1.325 -5.562 0.564
C 1.732 -6.737 1.180
C 1.703 -7.919 0.457
C 1.264 -7.925 -0.860
C 0.857 -6.744 -1.464
C 0.884 -5.554 -0.749
C 2.973 -4.026 2.087
C 3.186 -3.917 3.451
C 4.489 -3.881 3.929
C 5.554 -3.937 3.044
C 5.327 -4.044 1.677
C 4.031 -4.095 1.193
H 2.001 -2.885 -0.229
H 2.079 -6.725 2.207
H 2.029 -8.839 0.924
H 1.244 -8.851 -1.418
H 0.520 -6.746 -2.492
H 0.584 -4.620 -1.207
H 2.343 -3.856 4.129
H 4.667 -3.799 4.993
H 6.569 -3.899 3.419
H 6.160 -4.099 0.989
H 3.850 -4.201 0.129
C -3.685 -5.534 -0.506
N -3.504 -4.156 -0.941
C -2.643 -4.007 -2.099
C -3.544 -3.134 -0.030
N -2.640 -2.197 -0.032
N -4.580 -3.180 0.860
C -4.556 -2.320 2.028
C -5.902 -3.647 0.473
H -2.713 -6.023 -0.377
H -4.255 -6.090 -1.252
H -4.214 -5.571 0.441
H -2.965 -4.718 -2.859
H -1.591 -4.191 -1.866
H -2.747 -2.998 -2.494
H -2.956 -1.420 0.551
H -3.545 -2.240 2.425
H -5.189 -2.763 2.796
H -4.943 -1.317 1.810
H -5.876 -4.074 -0.524
H -6.606 -2.809 0.469
H -6.272 -4.398 1.175
*
```

Values from the calculation:
HOMO (alpha / beta)	-9.7 / -9.6	eV
E	-3740.22276	hartree
energy relative to the best compared isomer or geometry (same formula, charge and spin)	0.000	eV
orbital gap (alpha / beta)	5.9 / 5.7	eV